[1]
DFT (ωB97M-V/def2-TZVPD) results for 2 unconnected molecules or ions with the total composition C6H10.

As for the frontier orbital gap: 0.3543 hartree. Its maximum force is 0.3 eV Å⁻¹. The calculation puts the total energy at -234.54369 Eh. Its SMILES is CC1=CCC=C1.[H][H].

ORCA input file:
```
! wB97M-V def2-TZVPD RIJCOSX def2/J DEFGRID3
* xyz 0 1
C 2.22845 0.07973 0.14923
C 0.72623 0.06784 0.20970
C -0.12104 1.24951 0.01790
C -1.41662 0.90181 0.11875
C -1.49946 -0.53893 0.53496
C -0.07490 -0.99622 0.42206
H 2.60174 -0.45965 -0.72943
H 2.61716 1.10247 0.10107
H 2.65689 -0.39825 1.03707
H 0.26498 2.23926 -0.20991
H -2.27698 1.54705 -0.01736
H -1.19073 -0.23571 -1.94741
H -1.77797 -0.56204 1.60104
H -2.23763 -1.14461 -0.00004
H -0.74536 -0.82705 -1.84109
H 0.24525 -2.02519 0.55347
*
```

[2]
DFT (ωB97M-V/def2-TZVPD) results for a single C6H10 molecule.

As for the frontier orbital gap: 0.3244 hartree. Its maximum force is 0.4 eV Å⁻¹. The calculation puts the total energy at -234.49005 Eh.

ORCA input file:
```
! wB97M-V def2-TZVPD RIJCOSX def2/J DEFGRID3
* xyz 0 1
C -0.06608 -1.30301 -0.33668
C -0.82826 -0.57391 0.76553
C -1.00076 0.90043 0.40004
C 0.30206 1.53351 -0.13068
C 1.53748 0.78993 -0.40228
C 1.32845 -0.68132 -0.49726
H -0.63615 -1.24011 -1.27562
H 0.03131 -2.37085 -0.10647
H -0.26872 -0.65774 1.70804
H -1.80485 -1.03827 0.94004
H -1.35203 1.46391 1.27033
H -1.78648 0.99262 -0.36007
H 0.49014 2.53503 0.27252
H 0.21966 1.71964 -1.23210
H 1.97091 -0.98484 0.35218
H 1.86331 -1.08500 -1.36752
*
```

[3]
DFT (ωB97M-V/def2-TZVPD) results for 2 unconnected molecules or ions with the total composition C6H10.

As for the frontier orbital gap: 0.2923 hartree. Its maximum force is 0.5 eV Å⁻¹. The calculation puts the total energy at -234.46565 Eh.

ORCA input file:
```
! wB97M-V def2-TZVPD RIJCOSX def2/J DEFGRID3
* xyz 0 1
C 2.14064 -0.49209 0.37208
C 0.21694 0.33551 -1.23969
C -0.75323 -0.74324 -0.82193
C -1.67581 -0.19109 0.28039
C -1.20647 1.22727 0.38490
C -0.10883 1.45823 -0.36640
H 1.33114 -0.53465 1.10671
H 2.86989 0.25924 0.67884
H 2.59572 -1.47744 0.26225
H 1.76140 -0.19988 -0.63062
H -1.31866 -0.98944 -1.72941
H -0.23807 -1.67399 -0.55092
H -1.56749 -0.69648 1.25089
H -2.73423 -0.26264 0.00639
H -1.71738 1.97382 0.99167
H 0.43925 2.39859 -0.37863
*
```